# C14H10F13NO4

A cluster of 2 separate species, C14H10F13NO4 in total (ωB97M-V/def2-TZVPD, the Open Molecules 2025 dataset).

```
42
C14H10F13NO4 ωB97M-V/def2-TZVPD
N 1.40391 -4.30095 1.74942
O 0.40411 -5.23168 1.29078
C -0.65939 -4.62166 0.74667
O -1.74685 -5.04390 0.85816
O -0.32528 -3.48305 0.06152
C -0.47761 -3.51486 -1.31595
F -1.62515 -2.88221 -1.62756
F -0.61245 -4.78493 -1.73659
C 0.68301 -2.84527 -1.99943
C 1.63992 -3.60524 -2.66332
C 2.72606 -2.97246 -3.27146
C 2.86599 -1.58687 -3.22945
C 1.90455 -0.84174 -2.55692
C 2.01945 0.65243 -2.46274
F 2.02150 1.04884 -1.17202
F 3.13441 1.12895 -3.00936
F 0.99417 1.28085 -3.03975
C 0.81486 -1.46134 -1.94260
H 0.95146 -3.71983 2.44762
H 2.05784 -4.89691 2.23866
H 1.57668 -4.67574 -2.73483
H 3.46861 -3.56917 -3.77444
H 3.71240 -1.12197 -3.70181
H 0.07953 -0.86792 -1.42138
F -3.24143 4.34271 1.28539
C -3.03542 4.82666 2.52508
F -3.24619 6.16328 2.49522
C -1.60474 4.57174 3.00648
F -0.72815 5.28258 2.26728
F -1.57251 5.07454 4.27525
C -1.12969 3.11560 3.12930
O -0.35669 2.56505 2.07912
C -0.92285 1.96666 0.98480
F -2.24372 1.76314 1.14402
F -0.34688 0.74860 0.85903
C -0.61112 2.71991 -0.31215
F -1.01075 4.00482 -0.23624
F -1.28252 2.12209 -1.32248
H -3.75402 4.37486 3.21493
H -0.43726 3.13079 3.96919
H -1.94632 2.45277 3.41707
H 0.45853 2.69083 -0.51452
```

As for the SMILES: NOC(=O)OC(F)(F)c1cccc(C(F)(F)F)c1.FC(F)C(F)(F)COC(F)(F)C(F)F. Its gap between HOMO and LUMO is 0.39430 Ha. As for the total charge: 0. For the HOMO energy, the calculation gives -0.3774 Eh. The energy above the lowest of the compared OMol25 structures with the same formula, charge and spin is 0.0 kcal per mole.

Here are the natural (NBO) charges for atoms 1 to 2, given in e: -0.50, -0.39



# C14H10F3N4OS2Sn

A structure of composition C14H10F3N4OS2Sn (ωB97M-V/def2-TZVPD, the Open Molecules 2025 dataset).

```
35
C14H10F3N4OS2Sn ωB97M-V/def2-TZVPD
Sn 0.66085 -0.50987 -1.43991
N 4.27444 2.04326 -1.48368
C 3.08165 1.41634 -1.36897
S 3.04779 -0.28724 -1.59520
N 2.04864 2.21228 -1.17098
N 0.84647 1.55016 -1.00698
C -0.18144 2.39739 -1.00426
C -1.54796 2.09260 -1.00105
C -2.47444 3.18904 -1.00636
C -3.80821 2.97057 -1.09982
C -4.27617 1.63869 -1.21695
C -3.42117 0.57390 -1.23039
C -2.03674 0.78723 -1.08968
O -1.22619 -0.25607 -1.02381
H 5.11661 1.55545 -1.72398
H 4.27603 3.04836 -1.44910
H 0.11800 3.44038 -1.01950
H -2.07502 4.19408 -0.94319
H -4.51294 3.78928 -1.09979
H -5.34090 1.46298 -1.30402
H -3.76658 -0.44716 -1.32086
F 1.79445 -5.19617 2.20686
C 0.67907 -4.68056 1.66783
F -0.35844 -5.09664 2.40801
F 0.54185 -5.17683 0.43119
C 0.75529 -3.17115 1.66598
C 0.87485 -2.53251 2.89272
C 0.95780 -1.15075 2.98792
C 0.93004 -0.42377 1.81715
N 0.82385 -1.04337 0.64192
C 0.71860 -2.38103 0.52791
S 0.53368 -2.87549 -1.17286
H 0.89975 -3.13824 3.79073
H 1.04558 -0.65103 3.94057
H 1.00093 0.65587 1.79256
```

Its gap between HOMO and LUMO is 0.24916 Ha. As for the total charge: +1. For the HOMO energy, the calculation gives -0.4270 Eh. The energy above the lowest of the compared OMol25 structures with the same formula, charge and spin is 3.3 kcal per mole.

Here are the natural (NBO) charges for atoms 1 to 2, given in e: 1.77, -0.77



# C14H10N3O4PtS

A structure of composition C14H10N3O4PtS (ωB97M-V/def2-TZVPD, the Open Molecules 2025 dataset).

```
33
C14H10N3O4PtS ωB97M-V/def2-TZVPD
Pt -1.29215 -1.06273 -0.56951
C 0.79569 1.42917 -1.92017
C -0.18602 1.82898 -0.87619
N -1.12756 1.05946 -0.37191
C -1.83863 1.79200 0.54379
C -1.29765 3.04090 0.60807
N -0.26653 3.04324 -0.30010
C -1.59592 4.26464 1.40016
O -2.59560 4.18982 2.21923
O -0.93548 5.26981 1.19457
C -3.03323 1.18702 1.24642
O -3.60051 1.92130 2.11802
O -3.34309 0.04332 0.90300
H 0.47966 0.47907 -2.34358
H 1.79685 1.31692 -1.49700
H 0.83653 2.16922 -2.72077
H 0.29249 3.86338 -0.47597
H -3.04750 3.19825 2.21479
S -2.66462 0.45872 -4.94379
C -2.40890 -0.08663 -3.43742
N -2.21296 -0.46206 -2.35067
C -0.25197 -2.22822 0.11480
C 1.03565 -2.77222 0.46337
C 2.03860 -2.81656 -0.50673
C 3.29751 -3.29657 -0.17675
C 3.55739 -3.74484 1.11326
C 2.55744 -3.70955 2.07683
C 1.29889 -3.22370 1.75779
H 1.81341 -2.46779 -1.50772
H 4.07891 -3.32632 -0.92453
H 4.54031 -4.12160 1.36696
H 2.76565 -4.05730 3.08035
H 0.51334 -3.17913 2.50141
```

Its gap between HOMO and LUMO is 0.25758 Ha. As for the total charge: -1. For the HOMO energy, the calculation gives -0.1892 Eh. The energy above the lowest of the compared OMol25 structures with the same formula, charge and spin is 0.0 kcal per mole.

Here are the natural (NBO) charges for atoms 1 to 2, given in e: 0.75, -0.66



# C14H10O2S4

A structure of composition C14H10O2S4 (ωB97M-V/def2-TZVPD, the Open Molecules 2025 dataset).

```
30
C14H10O2S4 ωB97M-V/def2-TZVPD
S -2.82823 1.14933 0.42404
S 1.94218 -1.77584 1.94477
O -1.34814 -0.29871 -1.14041
O 1.97719 0.79803 1.98862
S -1.72074 -1.27206 1.37193
S -0.49058 -0.16898 2.87341
C -1.78495 -0.05757 0.12369
C 1.19576 -0.27024 2.16337
C -0.16850 -4.26950 -1.92314
C 0.24268 4.25774 0.35829
C -1.50396 -3.87649 -2.06629
C 0.79791 -3.29402 -1.39310
C 0.63154 4.29036 1.71277
C 0.57714 3.11813 -0.49126
C -1.93223 -2.52590 -1.80110
C 0.37984 -1.94247 -1.25810
C 1.09050 3.07046 2.22658
C 1.12605 1.95344 0.04228
C -0.99884 -1.56495 -1.38268
C 1.33581 1.93030 1.43813
H 0.23134 -5.26444 -2.05784
H -0.13443 5.10144 -0.14539
H -2.23688 -4.60752 -2.43415
H 1.77794 -3.59504 -1.24512
H 0.40127 5.10363 2.38030
H 0.39626 3.20789 -1.54402
H -3.01224 -2.19654 -1.83081
H 1.13945 -1.21889 -0.89002
H 1.38811 3.09474 3.21303
H 1.52873 1.12364 -0.65782
```

Its gap between HOMO and LUMO is 0.25460 Ha. As for the total charge: 0. For the HOMO energy, the calculation gives -0.3124 Eh.

Here are the natural (NBO) charges for atoms 1 to 2, given in e: 0.07, -0.02



# C14H11AgF3N2O4S

A structure of composition C14H11AgF3N2O4S (ωB97M-V/def2-TZVPD, the Open Molecules 2025 dataset).

```
36
C14H11AgF3N2O4S ωB97M-V/def2-TZVPD
Ag -0.53034 -0.08841 -0.57594
C -4.07136 -5.39235 3.55223
C -3.34434 -4.78070 2.38035
C -2.92860 -5.55573 1.30674
C -2.25409 -4.98695 0.22980
C -1.99538 -3.62962 0.22916
C -2.41107 -2.83191 1.29147
C -3.07531 -3.41085 2.35634
S -1.16817 -2.90675 -1.16133
O -2.03067 -1.81473 -1.61101
O -0.95226 -3.96992 -2.12481
N 0.12707 -2.32956 -0.45978
C 1.32090 -2.07106 -1.14058
C 1.89004 -2.92472 -2.10401
C 3.08472 -2.56601 -2.68758
C 3.71310 -1.38145 -2.31612
C 3.08626 -0.60545 -1.36148
N 1.92837 -0.92603 -0.78488
H -4.21179 -6.46458 3.41341
H -5.05538 -4.93694 3.68348
H -3.51611 -5.24172 4.48072
H -3.13300 -6.62125 1.30814
H -1.92631 -5.58267 -0.61209
H -2.21428 -1.76851 1.27338
H -3.39832 -2.79124 3.18675
H 1.36929 -3.83279 -2.37254
H 3.53153 -3.20827 -3.43765
H 4.64785 -1.06715 -2.76027
H 3.51639 0.34064 -1.04802
F -0.26924 4.44409 -2.71042
C -1.16854 3.87977 -1.89929
F -1.38649 4.74526 -0.89520
F -2.31923 3.78463 -2.59270
C -0.74120 2.48408 -1.38340
O 0.17358 1.91272 -1.99161
O -1.41892 2.07284 -0.40906
```

Its gap between HOMO and LUMO is 0.28567 Ha. As for the total charge: -1. For the HOMO energy, the calculation gives -0.1874 Eh. The energy above the lowest of the compared OMol25 structures with the same formula, charge and spin is 17.2 kcal per mole.

Here are the natural (NBO) charges for atoms 1 to 2, given in e: 0.83, -0.62



# C14H11AgIN5O2Se

A structure of composition C14H11AgIN5O2Se (ωB97M-V/def2-TZVPD, the Open Molecules 2025 dataset).

```
35
C14H11AgIN5O2Se ωB97M-V/def2-TZVPD
Ag -12.78659 -0.70635 -3.09454
Se -12.24451 3.67435 -1.68963
N -11.30252 3.39876 -0.17783
C -11.07701 2.10842 -0.12026
C -10.47060 1.26891 0.94113
C -10.62364 -0.07286 0.83437
C -11.23988 -0.66219 -0.23227
N -11.70659 -0.03638 -1.25216
C -11.75149 1.31513 -1.19743
N -12.46644 2.00357 -2.03346
H -9.86751 1.71413 1.74216
H -10.18356 -0.69184 1.58750
H -11.30569 -1.78786 -0.25117
O -12.38969 -3.47073 -2.14392
C -13.08873 -3.66531 -3.11934
C -13.74304 -4.97835 -3.53283
C -14.76771 -4.55395 -4.55603
C -14.54165 -3.05870 -4.72330
O -15.19957 -2.32617 -5.42076
N -13.50595 -2.60052 -3.91774
H -14.15801 -5.35064 -2.60430
H -13.05395 -5.73109 -3.92117
H -15.77904 -4.72260 -4.16544
H -14.84586 -4.98734 -5.52016
I -16.28132 -0.62728 -2.52764
C -16.32062 0.61324 -4.19748
C -17.54701 1.09058 -4.63081
C -17.57527 1.57091 -5.91720
C -16.41025 1.60699 -6.68324
C -15.20625 1.25186 -6.05028
N -15.09096 0.86405 -4.79536
H -18.44703 1.16709 -3.94928
H -18.44425 1.98278 -6.21215
H -16.43253 1.92035 -7.71692
H -14.25788 1.43447 -6.65987
```

Its gap between HOMO and LUMO is 0.24050 Ha. As for the total charge: 0. For the HOMO energy, the calculation gives -0.3032 Eh. The energy above the lowest of the compared OMol25 structures with the same formula, charge and spin is 26.0 kcal per mole.

Here are the natural (NBO) charges for atoms 1 to 2, given in e: 0.81, 1.01



Number 1: F_max 1.2 eV/Å. Number 2: F_max 2.2 eV/Å. Number 3: F_max 0.6 eV/Å. Number 4: F_max 5.0 eV/Å. Number 5: F_max 0.8 eV/Å. Number 6: F_max 3.7 eV/Å.